w.
ORCA calculation (the ωB97M-V functional and the def2-TZVPD basis) on the ion C5H10NO with charge +1.

```
17
C5H10NO, DFT the ωB97M-V functional and the def2-TZVPD basis
C 3.333 -0.060 1.329
C 2.151 0.555 0.865
C 1.429 -0.029 -0.220
C -0.662 0.175 -1.497
C -2.560 -0.435 0.171
N -2.070 0.397 -0.999
O 0.220 0.441 -0.409
H 3.796 0.243 2.364
H 3.846 -0.794 0.839
H 1.797 1.348 1.428
H 1.940 -0.825 -0.864
H -0.642 -0.800 -1.871
H -3.106 -1.312 -0.145
H -1.580 -0.878 0.652
H -3.094 0.227 0.958
H -2.086 1.461 -0.859
H -2.712 0.288 -1.741
```

The calculation puts the HOMO energy (alpha / beta) at -11.45 / -12.33 eV. As for the spin multiplicity: 1. The net charge is +1. The orbital gap (alpha / beta) is 0.235 / 0.289 Eh.

x.
ORCA calculation (the ωB97M-V functional and the def2-TZVPD basis) on the ion C5H10NO with charge +1.

```
17
C5H10NO, DFT the ωB97M-V functional and the def2-TZVPD basis
C 2.036 1.040 -0.376
C 1.199 -0.083 0.042
O 1.592 -1.158 0.467
C -0.325 -0.141 -0.032
C -1.151 1.146 0.658
C -1.041 -1.121 -0.916
N -0.792 -1.517 0.439
H 1.886 1.219 -1.498
H 3.126 0.951 0.064
H 1.646 2.007 -0.007
H -2.149 0.869 1.196
H -1.448 1.689 -0.230
H -0.439 1.642 1.269
H -2.117 -1.144 -1.029
H -0.554 -1.567 -1.748
H -1.566 -1.781 1.035
H 0.097 -2.050 0.667
```

The calculation puts the HOMO energy at -15.00 eV. As for the spin multiplicity: 1. The net charge is +1. The orbital gap is 0.417 Eh.

x wins, 2.800 eV ahead of the next structure.

w.
ORCA calculation (the ωB97M-V functional and the def2-TZVPD basis) on an isolated molecule of C2HNOS.

```
6
C2HNOS, DFT the ωB97M-V functional and the def2-TZVPD basis
N 0.015 2.457 -0.215
C 0.301 1.292 -0.107
C 0.374 -0.143 0.044
O 1.435 -0.842 0.559
S -1.107 -1.079 -0.218
H 2.090 -0.083 0.888
```

The calculation puts the HOMO energy at -9.63 eV. As for the spin multiplicity: 1. The orbital gap is 0.287 Eh.

x.
ORCA calculation (the ωB97M-V functional and the def2-TZVPD basis) on a cluster of 2 separate species, C2HNOS in total.

```
6
C2HNOS, DFT the ωB97M-V functional and the def2-TZVPD basis
C -1.420 -0.922 0.201
C -2.532 1.582 -0.477
N -0.686 0.040 0.311
O -2.488 2.401 0.289
S -2.658 -1.830 -0.066
H 0.165 -0.093 0.771
```

The calculation puts the HOMO energy at -9.84 eV. As for the spin multiplicity: 1. The orbital gap is 0.373 Eh.

y.
ORCA calculation (the ωB97M-V functional and the def2-TZVPD basis) on a structure of composition C2HNOS.

```
6
C2HNOS, DFT the ωB97M-V functional and the def2-TZVPD basis
C -0.414 -0.380 0.191
C -0.422 0.611 -0.774
H 1.885 -0.087 0.167
N -0.582 1.482 -1.485
O 0.921 -0.820 0.420
S -1.389 -0.806 1.483
```

The calculation puts the HOMO energy at -9.82 eV. As for the spin multiplicity: 1. The orbital gap is 0.294 Eh.

x wins, 1.232 eV ahead of the next structure.

w.
ORCA calculation (the ωB97M-V functional and the def2-TZVPD basis) on a cluster of 2 separate species, CH4FNO in total.

```
8
CH4FNO, DFT the ωB97M-V functional and the def2-TZVPD basis
C 1.345 0.469 0.143
N -1.467 -0.487 -0.365
O -0.448 -0.043 -1.031
F 0.750 -0.170 1.098
H 1.109 1.499 0.315
H 2.255 -0.023 -0.055
H -2.113 0.192 0.006
H -1.432 -1.438 -0.109
```

The calculation puts the HOMO energy (alpha / beta) at -7.76 / -8.57 eV. As for the spin multiplicity: 1. The orbital gap (alpha / beta) is 0.312 / 0.353 Eh.

x.
ORCA calculation (the ωB97M-V functional and the def2-TZVPD basis) on a cluster of 2 separate species, CH4FNO in total.

```
8
CH4FNO, DFT the ωB97M-V functional and the def2-TZVPD basis
C -0.729 0.281 -0.128
N -0.224 -1.012 -0.138
O 1.952 -0.519 0.025
F 1.915 0.823 0.019
H -0.249 0.869 -0.925
H -1.775 0.187 -0.458
H -0.701 0.824 0.824
H -0.190 -1.452 0.780
```

The calculation puts the HOMO energy (alpha / beta) at -10.16 / -10.16 eV. As for the spin multiplicity: 1. The orbital gap (alpha / beta) is 0.300 / 0.300 Eh.

w wins, 2.494 eV ahead of the next structure.

w.
ORCA calculation (the ωB97M-V functional and the def2-TZVPD basis) on a structure of composition CH5FN2.

```
9
CH5FN2, DFT the ωB97M-V functional and the def2-TZVPD basis
C -0.466 0.941 0.200
N 0.101 -1.285 -0.028
N 0.414 -0.102 0.465
F 1.878 0.175 -0.296
H -0.998 0.845 -0.815
H -1.286 0.733 0.857
H -0.071 1.926 0.307
H -0.283 -1.250 -0.936
H 0.712 -1.983 0.246
```

The calculation puts the HOMO energy at -9.72 eV. As for the spin multiplicity: 1. The orbital gap is 0.395 Eh.

x.
ORCA calculation (the ωB97M-V functional and the def2-TZVPD basis) on a structure of composition CH5FN2.

```
9
CH5FN2, DFT the ωB97M-V functional and the def2-TZVPD basis
C -0.827 0.960 0.717
N 1.079 0.013 -0.388
N 1.013 -1.193 -0.513
F -0.293 -1.718 -1.368
H -1.426 0.843 -0.128
H -0.835 0.203 1.387
H -0.765 1.973 1.154
H 1.038 0.673 -1.154
H 1.016 -1.756 0.294
```

The calculation puts the HOMO energy (alpha / beta) at -8.81 / -8.97 eV. As for the spin multiplicity: 1. The orbital gap (alpha / beta) is 0.311 / 0.332 Eh.

w wins, 3.023 eV ahead of the next structure.